ORCA calculation (ωB97M-V/def2-TZVPD) on a 10-piece molecular cluster, C28H72F12N6O18S4 overall in a non-equilibrium geometry.

XYZ file:
```
140
Properties=species:S:1:pos:R:3:mulliken_charge:R:1
S -12.2332 17.5784 -12.4954 1.116
S -6.6484 19.0205 -12.9553 0.133
S -1.8152 18.1383 -14.3172 1.007
S -3.8183 16.4273 -8.0637 1.000
F -4.1473 19.9871 -12.4767 0.165
F -9.5725 17.3344 -12.2708 -0.154
F -6.0335 17.5512 -9.1412 -0.097
F -5.5318 21.4820 -13.2180 -0.201
F -10.7353 15.6649 -11.4118 -0.192
F 0.3465 18.0967 -15.9338 -0.218
F 0.5166 19.5715 -14.4396 -0.176
F -4.1919 18.7320 -9.4549 -0.132
F -10.4696 15.7168 -13.4521 -0.194
F 0.8664 17.4558 -13.9610 -0.180
F -5.7804 20.8283 -11.1653 -0.078
F -5.1796 18.7461 -7.4673 -0.248
O -2.5020 19.2870 -14.8901 -0.169
O -8.6943 22.7630 -16.3096 -0.471
O -4.6347 15.5983 -7.0881 -0.844
O -12.1349 18.4171 -13.7002 -0.369
O -12.1456 18.4647 -11.2832 -0.575
O -1.6706 14.3492 -12.0793 -0.249
O -2.2312 16.9474 -15.1013 -0.856
O -1.0998 21.5217 -12.9929 -0.098
O -6.3133 17.8497 -12.1098 -0.483
O -8.2319 21.6330 -9.0203 -0.365
O -6.3181 18.8097 -14.3794 -1.052
O -3.6790 15.6909 -9.3095 -0.681
O -13.3800 16.6521 -12.4989 -0.381
O -2.5155 18.4837 -18.0076 -0.136
O -7.9902 19.6291 -12.7223 -0.986
O -2.5176 16.9565 -7.6174 -0.633
O -7.0320 14.6566 -9.0212 -0.159
O -1.9161 18.0312 -12.8525 -0.964
N -1.5199 21.9432 -15.7592 0.107
N -9.7919 20.0352 -10.5575 0.606
N -9.6776 24.6103 -14.6463 -0.209
N -7.3458 15.0801 -6.2822 -0.035
N -3.8508 16.2135 -12.1142 1.775
N -4.8479 18.9247 -16.5557 1.060
C -9.3267 19.4985 -9.1568 0.103
C -4.0206 14.8635 -12.8044 0.469
C -8.5907 22.3377 -14.9381 -0.300
C -9.5276 13.8128 -6.2444 -1.406
C -0.7407 22.9285 -14.8945 0.170
C 0.1447 18.3208 -14.6670 0.394
C -2.5796 14.2578 -13.1773 -1.128
C -9.0933 21.7082 -17.2858 -0.609
C -8.5309 23.6853 -14.1275 -0.034
C -0.4462 13.7401 -12.4738 -0.895
C -6.2895 18.6894 -18.5268 -1.443
C -1.5427 21.4897 -11.6346 -0.805
C -0.8805 24.3266 -15.6343 -1.363
C -8.1562 13.8951 -6.9337 0.179
C -1.0606 22.9021 -13.4136 -0.779
C -4.7975 14.9823 -14.1046 -1.380
C -8.0372 20.2036 -8.8183 -0.061
C -8.6078 23.3893 -12.6089 -0.995
C -4.8890 18.0097 -8.5484 0.341
C -8.2313 14.1171 -8.4484 -0.601
C -4.9135 18.3061 -17.9096 0.036
C -3.7417 18.7875 -18.7079 -0.684
C -7.4944 22.5764 -8.1743 -0.842
C -9.3076 18.0049 -9.1544 -0.983
C -5.4345 20.4204 -12.3629 0.035
C -10.6677 16.5382 -12.4196 0.754
C -1.3974 18.9724 -18.7403 -0.821
C -7.1622 14.8268 -10.4368 0.085
H -0.9843 22.1479 -10.9690 0.416
H -0.5454 24.2720 -16.6701 0.402
H -2.1353 14.7171 -14.0603 0.349
H -8.3903 17.6688 -9.6378 -0.060
H -3.7645 18.1634 -19.6013 0.414
H -5.0856 14.0173 -14.5215 0.495
H -1.1112 21.9535 -16.6827 0.434
H -1.1689 18.4538 -19.6715 0.336
H -8.6853 24.2143 -11.9008 0.462
H -7.2654 19.8355 -9.4941 -0.355
H -5.7165 15.5565 -13.9866 0.262
H -4.4970 14.2298 -12.0564 0.627
H -7.7725 22.7480 -12.3276 0.063
H -1.9485 24.5444 -15.6436 0.412
H -2.0584 23.3167 -13.2699 0.358
H -8.4246 13.1616 -8.9361 0.389
H -9.4263 13.3931 -5.2436 0.395
H -6.4194 15.1547 -6.6776 0.136
H -7.3317 13.8453 -10.8795 0.624
H -9.1206 22.1165 -18.2960 0.337
H -10.1640 19.8613 -8.5608 0.385
H -0.6185 12.6870 -12.6960 0.368
H 0.3801 13.6260 -11.7721 0.327
H -9.9949 14.7975 -6.2317 0.397
H -9.4299 22.6873 -12.4700 0.237
H 0.2819 22.5849 -15.0509 0.299
H -9.5926 25.5442 -14.2713 0.382
H -1.4900 20.4622 -11.2747 0.224
H -2.6100 21.7091 -11.6038 0.183
H -7.7625 15.9919 -6.4053 0.302
H -7.5666 24.1307 -14.3720 0.366
H -4.7266 17.2809 -17.5902 0.473
H -5.5955 18.6421 -15.9381 0.609
H -0.5344 18.9494 -18.0749 0.173
H -7.6108 21.9043 -14.7382 0.119
H -1.4386 20.0513 -18.8896 0.356
H -4.8147 19.9267 -16.6776 0.415
H -2.8537 13.2190 -13.3614 0.582
H -3.8222 19.8591 -18.8904 0.401
H -6.3535 18.2297 -19.5131 0.470
H -7.6364 22.3640 -7.1147 0.358
H -10.0910 21.3056 -17.1105 0.333
H -4.0332 18.7778 -15.9771 -0.611
H -9.6576 24.8245 -15.6331 0.342
H -4.7389 16.6850 -12.2090 -0.736
H -9.0732 14.8023 -8.5478 0.259
H -9.4485 21.7321 -14.6456 0.489
H -10.2538 13.3058 -6.8797 0.388
H -7.1413 18.4017 -17.9105 0.342
H 0.0443 14.1560 -13.3538 0.307
H -10.6959 19.6682 -10.8188 0.407
H -9.8136 21.0445 -10.5283 0.437
H -10.5853 24.2491 -14.3900 0.338
H -8.0261 23.5181 -8.3107 0.299
H -10.1051 17.4682 -9.6684 0.295
H -1.6548 21.0288 -15.3520 -0.349
H -7.0728 14.9120 -5.3245 0.449
H -0.3826 25.1282 -15.0887 0.385
H -9.1259 19.6914 -11.2345 -0.286
H -9.2226 17.7087 -8.1089 0.506
H -6.2786 19.7753 -18.6208 0.360
H -0.3273 23.5456 -12.9275 0.411
H -7.6067 12.9660 -6.7818 0.398
H -2.4445 22.3063 -15.9421 0.467
H -6.4677 22.6004 -8.5396 0.277
H -8.3794 20.8848 -17.2651 0.097
H -7.6211 19.9726 -7.8377 0.659
H -8.0704 15.3918 -10.6465 0.098
H -3.1160 16.8126 -12.4625 -0.161
H -4.1386 15.3763 -14.8784 0.199
H -3.5085 15.9969 -11.1890 0.555
H -6.3371 15.2608 -11.0015 -0.698
```

Results
Strongest force on any atom   3.032 eV/Å
Expectation value of S²   0.768
E_HOMO (spin up / spin down)   -14.09 / -14.09 eV
Spin multiplicity   2
Kohn-Sham gap (spin up / spin down)   7.54 / 2.52 eV
Charge   +3